180
Properties=species:S:1:pos:R:3:forces:R:3:lowdin_charge:R:1 method="wB97M-V/def2-TZVPD" homo_lumo_gap_ev=8.369 charge=0 smiles=CC1(C)CCCC(C)(C)N1O.CC1(C)CCCC(C)(C)N1O.CC1(C)CCCC(C)(C)N1O.CC1(C)CCCC(C)(C)N1O.CC1(C)CCCC(C)(C)N1O.CC1(C)CCCC(C)(C)N1O largest_force_ev_per_a=4.72
C 9.37964 -6.59643 1.95674 1.2 -1.8 1.8 -0.016
C 10.68091 -7.03761 2.81517 1.5 0.5 1.5 -0.410
C 11.86199 -6.93650 1.84913 0.2 -0.3 -0.9 -0.058
C 10.99690 -6.08063 4.08917 0.2 -0.5 -0.4 -0.105
C 12.34031 -6.45429 4.89210 -3.0 -1.3 -2.1 -0.137
C 12.14872 -7.95751 5.24349 1.2 0.3 1.1 -0.141
C 11.65313 -9.00341 4.24228 -1.1 -1.8 0.2 -0.499
C 12.78997 -9.63850 3.46289 0.7 0.2 -0.7 -0.050
C 10.96860 -10.21506 4.99927 0.4 -0.4 0.6 -0.044
N 10.59084 -8.45150 3.39412 -1.3 2.5 -0.1 -0.117
O 10.19749 -9.33288 2.36139 0.4 -0.3 -0.1 -0.036
H 9.61148 -5.68269 1.40953 -0.4 0.1 0.5 0.076
H 9.12671 -7.36391 1.22523 0.5 0.0 -0.3 0.065
H 8.52272 -6.63849 2.62906 -0.1 0.9 0.0 0.075
H 12.86433 -6.60718 2.12292 -0.2 0.0 1.0 0.072
H 12.00593 -7.96051 1.50448 0.0 0.2 -0.8 0.076
H 11.60789 -6.23340 1.05592 0.0 -0.4 -0.4 0.072
H 11.04643 -5.05606 3.72052 0.0 0.1 -0.1 0.100
H 10.17032 -6.14908 4.79639 -0.2 0.0 0.0 0.101
H 13.15388 -6.31267 4.18065 0.3 0.1 0.5 0.086
H 12.44233 -5.88016 5.81301 0.1 0.1 -0.3 0.105
H 11.58340 -8.09517 6.16520 -0.5 0.5 -0.1 0.111
H 13.14643 -8.23966 5.57975 0.2 -0.7 -0.1 0.112
H 13.41508 -8.83216 3.07929 0.2 -0.2 -0.3 0.076
H 12.42776 -10.28106 2.66038 -0.2 0.4 -0.3 0.083
H 13.43282 -10.32214 4.01739 -0.1 0.3 0.6 0.086
H 11.62199 -10.75336 5.68587 0.8 0.5 0.2 0.073
H 10.69762 -11.06426 4.37194 -0.2 0.5 -0.7 0.074
H 10.11176 -10.00474 5.63934 -0.2 0.6 -0.4 0.076
H 9.24606 -9.20574 2.37555 -0.1 -0.4 0.0 0.096
C -5.37377 -5.93133 6.87890 0.5 -0.7 -2.0 -0.048
C -5.83659 -7.02538 7.86099 0.7 0.6 -0.6 -0.475
C -5.05653 -8.42260 7.63920 0.3 2.0 -0.9 -0.005
C -5.43842 -6.42714 9.24057 0.2 -0.7 0.6 -0.153
C -6.32284 -5.36010 9.87768 -2.5 -0.9 -0.3 -0.154
C -7.83545 -5.90178 9.91069 2.3 -1.5 -1.6 -0.117
C -8.26312 -6.33449 8.43516 -2.0 -0.2 1.0 -0.393
C -9.70115 -7.15155 8.70754 1.6 0.5 -1.1 -0.030
C -8.57643 -5.00581 7.69871 -0.6 -1.2 -0.4 -0.044
N -7.25001 -7.26081 7.75265 -2.3 0.7 3.2 -0.130
O -7.72817 -7.79079 6.53570 0.5 0.5 0.2 -0.007
H -4.36976 -6.19862 6.54932 0.6 0.8 0.6 0.073
H -5.81772 -5.90879 5.88367 -0.9 -0.6 0.0 0.079
H -5.51332 -4.89274 7.17884 0.5 -0.2 0.6 0.071
H -5.49919 -8.93987 6.78797 -0.2 -0.2 0.3 0.068
H -4.06617 -8.14462 7.27863 0.2 0.1 -0.1 0.064
H -4.81203 -9.07924 8.47415 -0.9 0.2 0.3 0.073
H -5.26921 -7.33621 9.81768 -0.2 0.4 0.9 0.107
H -4.48293 -5.90634 9.17802 0.4 -0.5 -0.5 0.118
H -6.02396 -5.04504 10.87743 0.3 -0.3 0.0 0.104
H -6.25840 -4.47024 9.25150 -0.2 0.1 0.0 0.088
H -8.57884 -5.30347 10.43748 0.1 0.3 -0.5 0.108
H -7.82583 -6.88220 10.38690 0.3 0.1 0.7 0.100
H -10.21306 -7.34821 7.76553 0.1 0.1 -0.2 0.058
H -10.41337 -6.61408 9.33361 0.4 0.5 0.0 0.065
H -9.57848 -8.12817 9.17580 0.5 0.0 0.1 0.064
H -9.36376 -4.47594 8.23487 0.5 0.3 0.5 0.079
H -9.10879 -5.18803 6.76518 0.6 -0.2 -0.5 0.076
H -7.66031 -4.43339 7.55321 -0.4 0.2 -0.1 0.063
H -7.81338 -8.71319 6.78775 -0.3 -0.2 -0.3 0.097
C -0.24900 9.31042 -11.55126 1.1 -1.3 0.2 -0.022
C -0.29326 8.84691 -10.05599 0.8 -0.6 1.4 -0.435
C -0.68667 10.05009 -9.23065 -1.3 0.8 0.0 -0.065
C -1.33061 7.68959 -9.70450 -0.5 1.4 -0.4 -0.146
C -0.88007 6.32014 -9.87961 1.0 -2.7 -0.8 -0.227
C 0.44623 6.03399 -9.15255 -1.2 -0.3 -0.5 -0.139
C 1.58824 6.91937 -9.51815 -0.1 2.4 -3.2 -0.502
C 2.69538 6.72450 -8.55804 -0.1 1.0 2.0 -0.057
C 2.20723 6.72797 -10.94663 -0.8 -0.9 1.2 -0.020
N 1.02998 8.38602 -9.45702 -2.3 -3.0 0.5 -0.136
O 1.99159 9.33607 -9.54754 1.5 0.9 -0.2 -0.023
H -1.20072 9.47196 -12.05747 -0.2 -0.3 0.4 0.080
H 0.35006 10.20237 -11.73471 0.0 0.2 0.6 0.080
H 0.33064 8.52734 -12.04003 -0.4 -0.1 -0.6 0.057
H 0.00304 10.88282 -9.09291 0.5 -0.4 -0.4 0.081
H -1.50542 10.46675 -9.81730 -0.4 0.4 0.3 0.082
H -1.07852 9.80727 -8.24293 0.1 -0.2 0.0 0.080
H -1.66538 7.64214 -8.66827 0.2 1.3 0.3 0.118
H -2.23184 7.74442 -10.31513 -0.1 0.8 0.0 0.122
H -1.59799 5.59518 -9.49602 -0.3 0.3 0.7 0.113
H -0.99975 5.99869 -10.91423 1.2 0.2 -0.6 0.112
H 0.70972 4.97867 -9.22312 0.2 0.0 -0.2 0.124
H 0.23320 6.21180 -8.09847 0.0 0.0 0.3 0.124
H 2.36327 7.30954 -7.70042 0.4 0.2 0.5 0.088
H 3.66472 7.11324 -8.87005 -0.1 -0.3 -0.1 0.091
H 2.70189 5.71769 -8.14044 0.4 -0.2 -0.5 0.092
H 2.67812 5.74503 -10.93276 0.0 -0.2 -0.3 0.079
H 3.01111 7.44948 -11.09258 -0.4 0.2 -0.2 0.080
H 1.40617 6.74414 -11.68563 0.4 0.1 -0.3 0.064
H 2.14920 9.51039 -8.61675 0.4 0.5 0.0 0.105
C 0.52884 0.23924 -2.76416 -0.2 -0.6 0.1 -0.033
C 0.14478 -1.20748 -2.30188 0.2 -0.4 0.8 -0.431
C -0.48729 -1.88931 -3.56809 -1.0 0.1 0.2 -0.036
C 1.48034 -1.91586 -2.01997 0.4 -0.5 0.2 -0.147
C 1.41808 -3.21018 -1.24554 -1.8 -1.6 0.2 -0.190
C 0.55804 -3.12122 -0.00258 1.4 1.1 0.4 -0.174
C -0.77102 -2.46591 -0.21894 -0.8 0.8 0.9 -0.504
C -1.68910 -3.52111 -0.83021 -1.3 -0.3 0.3 -0.030
C -1.25330 -1.93627 1.19563 0.0 -1.1 -0.5 -0.018
N -0.66219 -1.21986 -0.99653 4.5 -0.6 -1.1 -0.141
O -1.83701 -0.61502 -1.19704 -2.1 0.8 -0.5 -0.003
H 1.17252 0.76130 -2.05619 -0.1 -0.2 0.1 0.081
H 1.07634 0.07512 -3.69228 0.3 0.2 0.1 0.074
H -0.28939 0.90290 -3.04372 -0.3 -0.2 0.3 0.081
H -0.13969 -1.36416 -4.45775 0.1 -0.2 0.0 0.078
H -0.39122 -2.96383 -3.72389 0.7 -0.1 0.4 0.077
H -1.57298 -1.81581 -3.63111 -0.4 0.5 0.2 0.070
H 1.86835 -2.23269 -2.98804 0.6 0.7 -0.1 0.120
H 2.15559 -1.27065 -1.45796 0.1 0.4 -0.4 0.121
H 0.90514 -3.96218 -1.84512 0.3 -0.2 -0.5 0.100
H 2.36160 -3.66247 -0.94010 0.3 0.4 -0.4 0.117
H 1.16687 -2.50418 0.65825 -0.2 0.2 0.6 0.119
H 0.38713 -4.06810 0.50957 0.2 -0.1 -0.2 0.126
H -2.72367 -3.22077 -0.99625 0.0 0.6 0.0 0.080
H -1.82879 -4.33750 -0.12162 0.3 -0.2 0.0 0.087
H -1.39512 -3.95050 -1.78797 0.5 0.1 0.1 0.073
H -2.30135 -1.65121 1.10384 0.2 0.3 0.4 0.077
H -0.58991 -1.17084 1.59830 -0.2 0.6 -0.8 0.081
H -1.12052 -2.66532 1.99497 -0.5 -0.7 -0.3 0.074
H -2.09417 -1.00244 -2.03691 -1.2 0.1 -0.4 0.073
C -11.19906 3.60869 -2.76603 -2.9 -0.2 -0.3 -0.086
C -9.74951 3.81090 -2.67261 1.3 -1.0 0.2 -0.479
C -9.28870 3.67595 -1.15680 -0.2 0.5 -0.8 -0.008
C -9.17748 2.55576 -3.46212 -0.1 0.9 -0.1 -0.141
C -7.72956 2.72236 -3.86618 -0.5 -0.7 2.1 -0.209
C -7.62812 4.02078 -4.59004 1.3 1.1 0.3 -0.140
C -7.98503 5.32133 -3.74979 -1.1 -3.0 -1.8 -0.474
C -6.89451 5.57934 -2.66536 -2.3 0.7 -0.8 -0.007
C -8.00728 6.45728 -4.74973 0.7 1.3 0.9 -0.053
N -9.43540 5.07963 -3.36159 2.9 -1.6 -1.5 -0.120
O -9.94042 6.20615 -2.78911 -0.9 1.2 1.9 -0.022
H -11.47440 2.60233 -2.45054 -0.1 0.2 1.0 0.090
H -11.82571 4.40542 -2.36526 0.2 -0.2 1.0 0.087
H -11.66633 3.56028 -3.74960 1.0 0.3 -0.8 0.086
H -9.70857 2.78148 -0.69663 -0.4 0.1 -0.1 0.078
H -8.21643 3.56845 -0.99318 0.1 0.2 -0.4 0.058
H -9.61271 4.57052 -0.62495 -0.1 -0.1 0.2 0.080
H -9.38206 1.66185 -2.87291 0.2 0.1 0.3 0.117
H -9.73313 2.40432 -4.38754 -0.4 0.3 -0.1 0.114
H -7.15003 2.72936 -2.94304 0.3 0.4 0.3 0.097
H -7.35928 1.78349 -4.27792 0.0 0.3 -1.0 0.114
H -8.23065 3.97540 -5.49723 0.2 0.2 -0.1 0.120
H -6.57302 4.22699 -4.76985 0.1 -0.2 -0.9 0.116
H -6.01984 6.05734 -3.10647 0.2 -0.6 0.0 0.080
H -6.72796 4.68227 -2.06903 0.2 0.5 0.1 0.065
H -7.43755 6.39232 -2.18341 0.5 -0.1 1.2 0.084
H -6.95844 6.72299 -4.88178 0.0 0.1 -0.7 0.082
H -8.40925 7.33687 -4.24690 -0.1 0.2 0.0 0.076
H -8.54712 6.38699 -5.69404 0.1 -0.7 0.1 0.093
H -10.28765 6.73865 -3.50847 -0.2 -0.2 -0.1 0.104
C 1.31266 4.22210 2.60604 0.3 2.1 -0.2 -0.021
C 2.83562 4.17938 3.02442 -0.5 -2.7 0.3 -0.495
C 3.11335 4.25351 4.53944 -1.1 1.2 0.5 -0.026
C 3.24494 2.76889 2.62050 0.2 -2.2 0.5 -0.181
C 4.73001 2.43665 2.50633 -0.6 -0.5 0.0 -0.208
C 5.28584 3.41315 1.51540 -0.2 -0.2 0.6 -0.145
C 5.06097 4.88705 1.97184 2.5 1.1 0.9 -0.413
C 6.05798 5.24681 3.20552 -0.2 -1.9 1.4 -0.031
C 5.65677 5.85812 0.90685 -0.8 -0.4 -0.5 -0.053
N 3.63310 5.07653 2.24228 -0.6 1.2 -1.9 -0.082
O 3.18703 6.42968 2.51072 1.0 -0.6 0.7 -0.010
H 0.53978 3.63633 3.10367 0.7 -0.1 0.7 0.083
H 1.05445 5.28005 2.65267 -0.5 0.1 0.5 0.066
H 1.11235 4.04988 1.54855 0.8 -0.5 -0.2 0.077
H 4.11335 3.94189 4.84111 -0.2 -0.2 -0.3 0.067
H 2.97194 5.26759 4.91328 0.3 0.4 -0.2 0.080
H 2.35499 3.73389 5.12509 0.1 -0.6 -0.2 0.083
H 2.86430 1.97525 3.26343 -0.4 0.6 1.1 0.121
H 2.71161 2.37990 1.75313 0.3 0.8 -0.9 0.113
H 5.26060 2.27370 3.44442 0.0 0.6 0.2 0.111
H 4.73103 1.45702 2.02839 0.3 -0.2 0.0 0.111
H 4.63672 3.07335 0.70838 0.3 1.2 -0.9 0.120
H 6.31425 3.14010 1.27891 0.2 0.7 -0.1 0.123
H 6.78544 4.46813 3.43481 0.3 -0.8 -1.0 0.066
H 5.62466 5.13558 4.19948 -0.9 0.8 -0.1 0.049
H 6.74309 6.09282 3.26027 -0.8 0.7 -0.8 0.071
H 5.45297 6.90549 1.12951 -0.2 0.0 0.1 0.075
H 5.32436 5.61963 -0.10347 -0.4 0.1 -0.1 0.078
H 6.74305 5.78369 0.85637 0.0 -0.3 0.3 0.081
H 3.18735 6.89681 1.67205 0.0 -0.3 -0.3 0.091